(1)
C41H44BN10S3SbSe4Ti as an isolated structure in a non-equilibrium geometry. Source: the OMol25 dataset; level of theory: wB97M-V/def2-TZVPD.

Net charge = -2
Relative energy (zero: lowest compared OMol25 entry of this formula, charge and spin) = 0.0 kJ/mol
HOMO energy = -1.90 eV
Electronic energy = -14051.20979 a.u.
LUMO energy = 0.1290 hartree

XYZ file:
```
105
C41H44BN10S3SbSe4Ti wB97M-V/def2-TZVPD
C 2.626 4.254 -1.790
Se -7.756 -3.332 2.215
H 3.439 2.761 1.838
C -2.024 -4.230 0.750
C -1.634 1.992 -2.654
C 3.039 4.474 -4.147
C -2.327 4.497 3.453
H 2.544 4.671 -0.793
C 3.250 -4.232 -0.659
C 5.535 2.198 1.666
C 4.088 -4.046 -1.754
C -4.431 -3.630 4.083
H -2.318 5.151 4.317
C -3.304 4.654 2.477
H 1.730 -3.360 0.588
H -1.751 -5.679 -0.591
Se -5.002 -6.100 1.930
C 2.961 5.041 -2.881
N -2.001 -2.282 -2.462
H -5.386 -4.096 3.833
C -1.974 -2.687 -3.542
S 1.174 -0.772 -0.500
H -0.604 3.379 4.081
C 3.865 1.812 -0.006
C -1.674 2.646 -1.426
N -0.083 -1.331 -1.036
H -4.422 -0.634 4.003
B -1.863 -3.260 -5.013
H -0.645 1.874 2.082
N 1.328 2.634 0.603
H -0.683 -3.700 -0.545
H 3.299 5.088 -5.001
C 0.435 -0.791 2.210
N -2.064 -5.528 0.354
H 4.514 0.845 -1.804
H 3.156 6.098 -2.745
C -0.880 4.013 -3.710
Se -4.258 -0.464 -1.009
N -2.846 -3.947 1.813
H -0.077 -0.860 4.283
Ti -2.033 -1.448 -0.469
C 2.414 -2.004 -0.928
H -3.053 -0.751 1.887
H -3.576 -4.661 1.977
C -1.278 3.971 -1.334
C -1.370 3.498 3.324
C 6.121 1.107 -0.399
H -1.217 2.157 -4.744
C 2.426 2.331 -3.233
C -2.351 2.824 1.248
C 4.808 1.221 -0.833
C 3.082 -0.735 3.072
H 2.792 2.688 -5.313
H -5.001 -0.850 2.323
C 2.791 -0.716 1.718
H 2.187 1.285 -3.355
H 4.712 -2.697 -3.301
C -1.239 2.674 -3.793
N -2.732 -1.640 1.533
H 3.247 -5.177 -0.131
H 3.200 -0.869 -2.549
C -4.887 -1.331 3.293
H -0.574 4.550 -4.599
S 2.094 1.978 -0.436
H -4.085 3.911 0.613
Se -4.521 -2.780 -0.844
C 4.075 -2.840 -2.437
H 6.860 0.636 -1.035
C -1.385 2.652 2.224
C 2.762 3.127 -4.323
C 1.468 -0.716 1.293
C 2.379 2.900 -1.970
H -2.956 -3.188 -5.534
C 3.236 -1.813 -2.022
H -4.060 5.423 2.580
H -1.251 4.462 -0.372
N -4.115 -2.558 3.157
N 1.778 0.546 -1.111
H 4.741 -4.846 -2.079
N -1.253 -3.333 0.208
H 3.598 -0.716 0.999
H 4.116 -0.720 3.395
N -1.586 0.434 0.299
C -3.217 -2.664 2.162
H -0.570 5.687 -2.404
H 5.819 2.576 2.641
C 2.051 -0.775 4.000
H -5.884 -1.599 3.635
H -1.930 0.949 -2.716
H 2.275 -0.789 5.060
H -2.917 -6.031 0.600
C 6.483 1.592 0.853
H -4.483 -3.205 5.089
H 7.508 1.497 1.192
H -1.491 -4.416 -4.920
S -2.449 1.642 -0.111
C 0.734 -0.812 3.567
C -0.885 4.653 -2.479
C 4.220 2.313 1.233
H -3.647 -4.386 4.070
C -3.320 3.811 1.375
C 2.405 -3.216 -0.248
H -1.039 -2.583 -5.602
H -0.590 -0.806 1.876
Sb -6.413 -4.536 0.616
```

Löwdin atomic charge list, values in e, 4 entries: atom 1 (C): -0.079, atom 2 (Se): -0.324, atom 3 (H): 0.097, atom 4 (C): -0.533


(2)
A 3-piece molecular cluster, C33H64FIN3O3 overall in a non-equilibrium geometry. Source: the OMol25 dataset; level of theory: wB97M-V/def2-TZVPD.

Net charge = +1
HOMO energy = -9.52 eV
Electronic energy = -2083.00768 a.u.
LUMO energy = -0.1391 hartree

XYZ file:
```
105
C33H64FIN3O3 wB97M-V/def2-TZVPD
H -6.245 -0.541 -4.236
C -0.694 0.489 -0.094
C 1.356 1.197 -1.482
O -2.714 -3.533 -5.004
C 4.341 1.305 2.105
H 5.992 2.674 3.832
H 9.879 -1.524 1.339
H 8.890 -4.476 2.651
H -2.492 -3.090 -2.630
C 5.575 3.665 3.643
H -4.131 -2.486 -2.391
C -6.582 -1.561 -4.111
H 7.562 -3.852 1.064
N -1.531 -0.743 -1.966
H 8.187 -2.460 0.172
C -10.497 -1.287 -0.903
H 8.207 0.149 0.565
C 3.571 0.707 3.273
O -4.397 -2.019 -5.139
C -9.664 -0.428 -1.854
H -5.363 1.762 0.133
H -0.735 1.562 0.058
H 3.888 4.602 2.682
H 4.054 2.546 -0.199
H -6.600 1.267 -1.817
H -0.680 -1.265 -2.137
H 1.068 2.209 -1.224
H -6.731 -0.486 -1.367
H 10.069 -4.336 3.939
H 6.287 4.228 3.043
C -9.675 -2.110 0.105
H 6.489 2.280 0.631
C 9.574 -3.783 3.139
C -3.206 0.684 -1.168
H 0.874 -0.843 -0.872
H 5.417 1.149 2.273
N 4.014 2.698 1.859
H -10.327 -0.182 -2.684
H -11.286 -0.710 -0.430
C -8.009 0.828 -0.317
H 3.758 -0.366 3.328
H -5.905 0.329 0.947
H -2.147 -0.813 -3.894
H -6.541 -1.862 -3.068
H 5.497 4.173 4.606
H -3.051 2.862 -1.759
C 7.170 -1.931 2.041
C -3.043 2.659 0.331
C 9.388 -0.875 2.080
H 3.467 3.317 3.758
C -6.680 0.539 -1.010
H 6.674 -1.009 1.720
H -9.541 -1.543 1.020
H 2.495 0.859 3.150
C -1.769 0.125 -1.060
H 6.223 3.391 -0.707
H -10.037 1.352 -0.762
H 6.486 4.030 0.901
H -8.986 1.581 -2.117
C -4.266 -0.086 -0.326
I 0.969 0.863 -3.570
H -2.467 2.137 1.086
C 7.370 -2.813 0.802
H -7.957 1.777 0.217
H 1.336 0.239 0.385
H 2.431 1.163 -1.365
C -3.223 -2.367 -2.973
H -7.599 -1.661 -4.466
H -11.003 -2.011 -1.541
C 4.499 3.181 0.577
H -8.857 -1.011 -2.294
H -10.194 -3.031 0.346
C -3.418 -2.726 -4.439
H 10.343 -3.490 2.423
H -8.727 -2.390 -0.347
H 9.732 0.930 0.957
H -3.798 -0.479 0.573
H -3.614 3.522 0.639
H -4.552 -0.961 -0.904
C 0.748 0.181 -0.530
F -3.025 1.319 -3.462
C -5.536 0.703 -0.006
C -3.082 2.174 -0.926
H 4.084 0.735 1.205
C 4.191 3.598 2.988
C -5.694 -2.520 -4.847
H 9.522 -2.072 4.427
C -9.187 0.911 -1.280
N 8.341 -1.562 2.814
H 3.872 1.138 4.227
H 4.088 4.178 0.394
H -8.226 0.076 0.437
C 8.892 0.381 1.382
C 8.843 -2.573 3.730
H -0.900 0.046 0.878
O -6.012 -3.640 -5.155
H 8.012 -2.926 4.346
H 8.381 1.040 2.087
C 6.012 3.219 0.350
H 6.462 -2.801 0.194
H -4.511 0.180 -2.939
C -3.467 0.273 -2.666
C -2.616 -0.957 -2.918
H 6.451 -2.410 2.711
H 10.162 -0.580 2.793
```

Löwdin atomic charge list, values in e, 4 entries: atom 1 (H): 0.085, atom 2 (C): -0.094, atom 3 (C): -0.619, atom 4 (O): 0.183


> What is the formula in the second record?

C33H64FIN3O3